DFT (ωB97M-V/def2-TZVPD) results for a single C27H26ClN3O4 molecule.

Results
largest force on an atom = 0.8 eV Å⁻¹
frontier orbital gap = 8.4 eV
LUMO energy = 0.50 eV
E_tot = -53604.0544 eV
SMILES = CCOC(=O)C1=C(c2ccccc2)NC(N)=N[C@H]1c1ccc(OCc2ccc(Cl)cc2)c(OC)c1
HOMO energy = -7.93 eV
energy relative to the best compared isomer or geometry (same formula, charge and spin) = 3.5 kJ/mol

Structure (ORCA input):
```
! RIJCOSX wB97M-V def2-TZVPD def2/J DEFGRID3
* xyz 0 1
C 4.45633 -3.13034 2.46929
C 3.09156 -2.73359 1.92444
O 3.17585 -1.60124 1.06309
C 3.16615 -0.38758 1.65427
O 3.05344 -0.22941 2.84628
C 3.21982 0.69410 0.66458
C 3.94641 0.65340 -0.46777
C 4.92557 -0.39165 -0.80120
C 4.93621 -0.96583 -2.06878
C 5.86644 -1.93891 -2.38636
C 6.80332 -2.33696 -1.44798
C 6.80685 -1.75885 -0.18865
C 5.87500 -0.79078 0.13494
N 3.82157 1.68566 -1.39312
C 3.27224 2.89128 -0.94290
N 3.57984 3.98156 -1.72501
N 2.61650 3.03141 0.12671
C 2.32236 1.88156 0.95278
C 0.86241 1.51053 0.76419
C -0.12016 2.12328 1.51549
C -1.45716 1.80040 1.32789
C -1.82810 0.85460 0.38868
O -3.10433 0.45174 0.12544
C -4.15488 1.00759 0.87462
C -5.46364 0.39738 0.44167
C -5.50936 -0.59435 -0.52746
C -6.71864 -1.14661 -0.91185
C -7.88836 -0.70186 -0.32003
Cl -9.40426 -1.38721 -0.79477
C -7.86128 0.28784 0.65002
C -6.64786 0.83247 1.02542
C -0.82894 0.22646 -0.38474
O -1.27475 -0.70051 -1.28427
C -0.31963 -1.38662 -2.05215
C 0.49622 0.56905 -0.19390
H 4.36058 -4.02933 3.07166
H 4.85159 -2.33080 3.09076
H 5.14644 -3.31817 1.65004
H 2.40925 -2.49980 2.74887
H 2.67014 -3.52952 1.30626
H 4.19678 -0.66548 -2.79800
H 5.85967 -2.38805 -3.36873
H 7.53078 -3.09503 -1.69760
H 7.54201 -2.06166 0.54266
H 5.87905 -0.33135 1.11235
H 4.54503 1.74535 -2.09700
H 3.05368 4.80335 -1.47148
H 3.63682 3.81781 -2.71830
H 2.46385 2.18718 1.99807
H 0.15151 2.85882 2.25603
H -2.20199 2.29427 1.93151
H -4.19798 2.09891 0.72876
H -4.00513 0.81587 1.94938
H -4.58887 -0.92855 -0.97824
H -6.75372 -1.91750 -1.66564
H -8.77971 0.62582 1.10368
H -6.62168 1.60414 1.78111
H 0.39037 -1.93357 -1.42238
H -0.88315 -2.09389 -2.65926
H 0.23282 -0.70677 -2.71036
H 1.26867 0.09553 -0.77862
*
```

Taken from the natural (NBO) analysis, the atomic charges in e are: C -0.6359; C -0.0735; O -0.5185; C 0.7864; O -0.5991; C -0.2232; C 0.2981; C -0.1058; C -0.1613; C -0.2221; C -0.2055; C -0.2108; C -0.1742; N -0.6423; C 0.5735; N -0.8163; N -0.5085; C -0.0872; C -0.0379; C -0.1475; C -0.3039; C 0.2457; O -0.4923; C -0.0778; C -0.0547; C -0.1401; C -0.2476; C -0.0338; Cl -0.0020; C -0.2298; C -0.2009; C 0.3345; O -0.4995; C -0.2502; C -0.3218; H 0.2161; H 0.2197; H 0.2106; H 0.2016; H 0.1872; H 0.2073; H 0.2154; H 0.2164; H 0.2186; H 0.2238; H 0.4024; H 0.4041; H 0.3766; H 0.2234; H 0.2074; H 0.2175; H 0.1850; H 0.1864; H 0.2310; H 0.2253; H 0.2264; H 0.2127; H 0.1780; H 0.1983; H 0.1718; H 0.2233